The following is a DFT calculation (wB97M-V/def2-TZVPD) of 2 unconnected molecules or ions with the total composition C4H7NO at a distorted geometry.

Last column: Mulliken charge in e.
CARTESIAN COORDINATES (ANGSTROEM)
O  -1.7217  -1.6761  -0.2363  -0.46
C  -1.1661  -0.9525  0.5540  -0.12
C  -0.7405  0.3039  0.0770  0.09
C  -1.0274  1.5614  0.1137  -0.03
N  -0.5800  1.0472  -1.1703  -0.52
H  -1.1350  -1.3463  1.5724  0.39
H  -1.7854  2.1549  0.5754  0.34
H  -1.4145  0.8608  -1.7354  0.22
C  1.9008  -0.4052  0.0387  -1.10
H  1.6416  -1.1973  -0.6670  0.26
H  2.8747  0.0070  -0.1881  0.34
H  1.9448  -0.8102  1.0471  0.29
H  1.2088  0.4524  0.0190  0.31

Computed properties:
energy above the lowest of the compared OMol25 structures with the same formula, charge and spin: 532.4 kJ/mol
F_max: 2.25 eV/A
total charge: 0
total energy: -7794.1269 eV
lowest unoccupied orbital energy: -0.1 eV
SMILES: O=CC1=CN1.C